Record 1
81
Properties=species:S:1:pos:R:3:forces:R:3 method="wB97M-V/def2-TZVPD" gap_ha="0.2255 / 0.2235" homo_ev="-7.77 / -7.67" spin_multiplicity=2
Ru 0.222 -0.054 -0.117 -3.6971 -1.6051 -3.4182
C 1.885 -3.224 -1.101 -0.0524 -0.2722 -0.3714
O 1.724 -2.158 -0.188 0.0519 0.5478 0.4831
C 2.726 -1.908 0.708 -0.2315 0.6810 0.5577
C 3.903 -2.638 0.767 0.1129 -0.1058 -0.0115
C 4.869 -2.368 1.726 -0.2351 0.1313 0.0005
C 4.651 -1.363 2.656 0.2172 -0.2307 -0.1146
C 3.497 -0.620 2.606 -0.5073 -0.0029 -0.4346
C 2.510 -0.840 1.623 2.4300 -1.2365 0.2907
N 1.390 -0.056 1.564 -2.2261 3.0786 1.2422
N 1.341 0.906 2.441 1.6365 -2.1439 -0.3871
C 0.428 1.775 2.808 -1.8900 0.2775 -0.7358
C -0.951 1.832 2.332 1.1864 -0.8696 -0.5858
O -1.401 1.020 1.442 0.7000 1.0193 0.8556
C -1.802 2.823 2.868 -0.5247 0.8708 0.5217
C -1.370 3.760 3.764 -0.2561 -0.7281 -0.6266
C -0.044 3.735 4.260 0.6662 -0.2233 0.0649
C 0.404 4.674 5.203 0.1727 0.0483 0.1316
C 1.681 4.621 5.710 -0.2123 0.2373 0.0444
C 2.554 3.621 5.284 -0.1942 -0.2080 -0.2288
C 2.138 2.696 4.354 0.1794 0.0820 0.0908
C 0.846 2.729 3.811 0.0588 0.3744 0.3526
H 2.046 -4.174 -0.579 -0.0041 0.1233 0.0154
H 2.717 -3.032 -1.786 -0.0522 0.0067 0.0458
H 0.956 -3.280 -1.666 0.0821 0.0233 0.0497
H 4.090 -3.425 0.055 -0.0541 -0.0791 -0.0966
H 5.780 -2.946 1.744 0.0627 -0.0616 -0.0145
H 5.392 -1.152 3.412 0.0557 0.0199 0.0800
H 3.327 0.170 3.317 0.0205 -0.0565 0.0076
H -2.827 2.822 2.521 -0.0627 0.0245 -0.0433
H -2.046 4.527 4.111 -0.1099 0.0895 0.0802
H -0.278 5.447 5.526 -0.0791 0.0762 0.0548
H 2.013 5.351 6.432 -0.0241 0.0751 0.0540
H 3.559 3.575 5.675 0.0805 -0.0203 0.0460
H 2.812 1.928 4.020 0.0833 0.0231 -0.0328
C -1.678 -1.664 2.615 0.1206 0.2897 -0.2772
P -1.489 -1.342 0.820 0.2973 -0.8552 -0.5045
C -1.534 -3.038 0.123 0.0098 0.2645 0.0674
C -3.093 -0.739 0.215 -0.0276 0.0438 0.1059
C -4.255 -1.384 0.619 0.0932 0.0714 -0.0058
C -5.482 -1.012 0.106 -0.1150 -0.0270 -0.0513
C -5.555 0.009 -0.827 -0.0221 0.0145 0.0099
C -4.404 0.671 -1.216 0.0050 0.0339 -0.0420
C -3.166 0.311 -0.701 0.1451 -0.1624 0.1856
P -1.668 1.207 -1.242 0.0217 -0.1560 0.3289
C -1.908 1.203 -3.070 0.5447 -0.2324 0.2836
C -2.040 2.968 -0.868 0.4931 -0.2858 0.1621
H -2.322 -2.525 2.779 -0.0131 -0.0054 -0.0117
H -2.091 -0.786 3.105 -0.0022 0.0073 0.0364
H -0.693 -1.871 3.034 0.0129 -0.0226 -0.0106
H -2.416 -3.577 0.461 -0.0445 -0.0553 0.0460
H -0.640 -3.586 0.413 0.0752 -0.0318 0.0256
H -1.572 -2.940 -0.961 0.0479 -0.0419 -0.0433
H -4.199 -2.186 1.342 -0.0246 -0.0953 0.0431
H -6.377 -1.528 0.418 -0.0819 -0.0299 0.0293
H -6.506 0.288 -1.253 -0.0882 0.0535 -0.0163
H -4.475 1.473 -1.935 -0.0485 0.0864 -0.0964
H -2.717 1.878 -3.347 0.0221 0.0542 0.1335
H -2.149 0.193 -3.397 0.0668 -0.0180 0.0346
H -0.990 1.533 -3.556 0.0167 0.0385 -0.0682
H -2.971 3.281 -1.343 0.0279 -0.1466 -0.0552
H -1.218 3.574 -1.253 -0.0085 0.0313 -0.0328
H -2.114 3.120 0.204 0.0157 -0.0142 0.0273
O 2.172 2.094 -2.919 0.1486 0.2356 -0.0199
C 1.802 1.055 -2.408 -0.1754 -0.2958 -0.9935
O 1.687 0.862 -1.150 0.6839 0.2711 0.8436
C 1.481 -0.108 -3.357 -0.3453 0.1353 0.4516
C 2.216 -0.168 -4.516 0.0530 -0.2601 -0.4193
C 1.952 -1.128 -5.499 -0.7775 0.0899 1.2262
C 0.890 -2.003 -5.338 0.1072 0.0250 -0.2245
C 0.114 -1.931 -4.200 0.8138 1.0259 0.3452
C 0.397 -1.016 -3.123 1.0159 -0.0302 -1.4745
O -0.302 -1.076 -2.069 -0.1544 0.8591 2.8334
N -1.008 -2.806 -4.097 -0.3915 -0.4718 0.0482
O -0.954 -3.860 -4.701 -0.0850 -0.3209 -0.1379
O -1.959 -2.461 -3.416 -0.2745 -0.0073 -0.0656
N 2.741 -1.179 -6.689 0.2261 -0.0498 -0.3967
O 3.688 -0.423 -6.778 0.1700 0.0955 -0.0696
O 2.414 -1.980 -7.542 0.0478 -0.1560 -0.2947
H 3.008 0.549 -4.680 -0.0324 0.0534 0.0542
H 0.644 -2.724 -6.104 0.0464 0.0257 0.0227



Record 2
80
Properties=species:S:1:pos:R:3:forces:R:3 method="wB97M-V/def2-TZVPD" gap_ha=0.2088 homo_ev=-3.90 charge=-1
Pb -0.997 -1.455 2.054 0.3827 0.8383 0.0035
C 4.011 -0.671 0.271 -0.0242 -0.0356 0.0228
C 2.613 -1.213 0.409 0.3128 0.2931 -0.0257
N 1.661 -0.546 0.954 -0.8799 -0.3784 0.1255
N 1.988 0.555 1.727 0.8704 -0.0138 -0.2990
C 1.568 1.240 3.676 -0.0912 -0.7713 0.2614
S 0.720 0.692 5.020 0.1287 0.7009 -0.2676
S 2.363 4.336 2.971 -0.0216 -0.0279 -0.1220
C 0.565 4.271 3.194 0.1577 -0.0319 -0.1661
C -0.316 4.570 2.005 0.0383 0.0302 -0.0222
C 0.061 5.461 1.002 -0.0432 -0.0082 0.0314
C -0.814 5.767 -0.031 0.0047 -0.0007 0.0116
C -2.079 5.192 -0.068 -0.0341 -0.0249 -0.0843
C -2.460 4.304 0.925 0.0461 -0.0926 0.0544
C -1.579 3.988 1.951 -0.0146 -0.0787 0.0308
C 2.336 -2.592 0.045 -0.1327 -0.4057 0.1567
C 3.014 -3.205 -1.031 -0.1025 0.1731 0.0706
C 2.966 -4.555 -1.254 0.0015 -0.1465 -0.0902
C 2.265 -5.367 -0.345 0.0316 0.0738 -0.0369
C 1.604 -4.820 0.719 -0.1187 0.0517 -0.0448
C 1.547 -3.410 0.948 0.1892 0.1429 -0.1030
O 0.870 -2.975 1.948 -0.0951 0.1199 -0.1130
H 4.607 -0.959 1.141 0.0003 -0.0006 -0.0213
H 4.010 0.417 0.206 0.0133 -0.0156 0.0054
H 4.500 -1.088 -0.607 -0.0047 -0.0176 0.0099
H 0.432 5.051 3.948 -0.0154 -0.0417 0.0583
H 0.312 3.320 3.660 -0.0783 0.0290 0.0258
H 1.040 5.924 1.044 0.0137 -0.0223 -0.0068
H -0.512 6.467 -0.802 -0.0005 -0.0246 0.0070
H -2.761 5.428 -0.877 0.0192 0.0047 0.0239
H -3.436 3.836 0.913 0.0055 -0.0012 -0.0510
H -1.883 3.279 2.715 0.0366 -0.0041 -0.0484
H 3.557 -2.576 -1.729 0.0432 -0.0150 0.0334
H 3.464 -4.991 -2.111 -0.0028 0.0196 0.0157
H 2.241 -6.440 -0.496 -0.0052 0.0006 0.0140
H 1.043 -5.433 1.413 0.0148 0.0005 -0.0079
Se -4.713 0.348 2.415 0.2006 0.0445 -0.1520
Sb -4.385 -1.608 3.798 0.4431 -0.1518 -0.1570
Se -2.952 -3.247 2.322 -0.4920 -0.3163 0.4172
Se -0.367 -1.434 4.952 0.5557 -0.3473 -0.0103
Se -2.471 -0.804 5.627 -0.5845 0.0011 -0.1064
N 1.304 2.239 0.070 0.0271 0.2177 0.1142
C 1.753 2.014 1.376 -0.3072 -0.1073 -0.0345
C 2.857 2.992 1.775 -0.1086 0.1380 0.4006
C 4.080 2.349 2.367 0.0452 -0.0076 -0.0147
C 4.036 1.169 2.968 0.0055 -0.0558 -0.0102
C 2.730 0.444 3.038 -0.2147 0.4181 0.2051
N 0.888 1.338 2.323 -0.1056 0.2093 0.0617
C 0.124 1.909 -0.609 -0.1617 -0.1769 -0.1655
C -0.011 2.405 -1.914 0.1100 0.1117 0.0194
C -1.147 2.087 -2.624 -0.0033 -0.0275 0.0450
C -2.125 1.305 -2.020 -0.0443 -0.0240 -0.0043
C -1.893 0.864 -0.730 -0.0814 0.0057 -0.0011
N -0.783 1.144 -0.044 -0.0166 -0.0162 0.2499
H 1.885 2.871 -0.450 0.0450 0.0649 0.0320
H 3.143 3.549 0.885 0.0398 -0.1337 -0.1340
H 4.993 2.931 2.314 -0.0031 -0.0464 0.0083
H 4.908 0.730 3.438 0.0024 0.0584 -0.0128
H 2.801 -0.602 3.331 -0.0218 -0.0510 -0.0688
H 0.760 3.035 -2.344 -0.0138 -0.0272 -0.0131
H -1.272 2.446 -3.638 -0.0090 0.0291 0.0176
H -3.047 1.049 -2.524 0.0326 -0.0064 -0.0180
H -2.641 0.272 -0.208 0.0574 0.0202 0.0451
C -3.331 -2.850 -1.555 0.0574 0.0964 0.1122
Te -1.319 -3.003 -0.812 -0.2521 -0.2750 -0.5679
C -0.830 -2.549 -2.870 0.1223 0.0776 0.1283
C -2.019 -2.993 -3.676 -0.0425 -0.0294 0.0157
C -1.927 -3.259 -5.039 -0.0074 0.0005 -0.0269
C -3.041 -3.666 -5.758 0.0022 -0.0059 0.0067
C -4.264 -3.808 -5.115 0.0115 0.0052 0.0005
C -4.363 -3.543 -3.757 -0.0210 -0.0102 -0.0044
C -3.249 -3.138 -3.028 0.0435 -0.0115 -0.0408
H -3.718 -1.848 -1.365 0.0275 0.0157 0.0610
H -3.962 -3.556 -1.021 0.0282 -0.0134 0.0259
H 0.082 -3.070 -3.159 -0.0193 -0.0189 0.0238
H -0.660 -1.475 -2.976 -0.0121 -0.0017 0.0538
H -0.970 -3.156 -5.539 -0.0120 0.0002 0.0238
H -2.953 -3.885 -6.816 -0.0020 0.0117 0.0148
H -5.135 -4.134 -5.669 0.0082 0.0062 0.0140
H -5.314 -3.663 -3.250 0.0251 0.0101 -0.0057



Record 3
76
Properties=species:S:1:pos:R:3:forces:R:3 method="wB97M-V/def2-TZVPD" gap_ha=0.2573 homo_ev=-4.77 charge=-1
Cd -16.680 -3.225 8.359 0.0477 -0.3419 -0.2596
C -18.551 0.444 8.501 1.1475 0.0613 -0.5904
As -18.444 -0.685 6.993 0.6617 -0.6014 -1.3679
C -19.825 -1.988 7.095 -0.5525 -0.3496 -0.5273
C -18.738 0.307 5.304 -0.4942 0.5344 1.4487
O -16.939 -1.400 6.900 -0.2482 0.0651 -0.0424
H -19.362 1.094 8.350 -1.2798 0.8983 0.1228
H -17.627 1.030 8.435 -0.1187 -0.1802 0.5157
H -18.633 -0.181 9.379 0.1459 0.1593 0.2402
H -20.455 -1.869 7.974 0.1308 -0.0434 0.1057
H -19.360 -2.976 7.051 0.0843 0.0174 0.3752
H -20.449 -1.931 6.201 -0.0638 0.1691 -0.0047
H -19.765 0.700 5.296 0.2029 -0.1716 -0.0377
H -18.605 -0.382 4.496 0.1641 -0.3940 -0.4039
H -18.055 1.155 5.240 0.1120 -0.2070 -0.0284
C -11.779 -2.613 12.043 -0.3090 -1.0757 -0.6968
C -11.119 -2.840 10.821 0.2825 0.6945 -0.2484
C -11.826 -3.252 9.695 -0.7669 -0.2288 1.4957
C -13.233 -3.385 9.745 0.1068 -0.5067 -0.9579
C -13.865 -3.193 10.951 1.0664 0.3104 1.0937
C -13.126 -2.925 12.121 -1.0916 0.6241 0.4729
Si -14.291 -4.059 8.256 0.4177 0.3956 0.3020
C -13.901 -5.895 8.311 0.3089 -0.9957 0.2480
C -14.853 -6.898 8.114 -0.5913 -0.3816 0.5147
C -14.520 -8.268 8.276 -1.0969 0.9141 -0.8039
C -13.231 -8.655 8.569 -0.4139 0.1344 -0.1969
C -12.263 -7.660 8.754 0.5476 -0.9371 0.0641
C -12.586 -6.331 8.641 -0.9930 0.2708 -0.4623
C -13.238 -3.396 6.853 -0.0232 0.8824 -0.3368
C -13.050 -2.004 6.755 -0.6329 -0.7385 0.9603
C -12.159 -1.464 5.881 0.3416 1.4137 -0.6367
C -11.468 -2.197 4.926 -0.2300 -0.5685 1.0449
C -11.688 -3.577 4.986 0.0432 1.7559 0.0337
C -12.541 -4.139 5.926 0.4183 -0.1964 -0.5439
H -11.272 -2.369 12.951 0.5206 0.2845 0.2713
H -10.047 -2.621 10.677 -0.4849 -0.3041 0.4385
H -11.272 -3.646 8.876 0.2877 0.4106 -0.9089
H -14.925 -3.243 11.021 -0.7582 -0.2789 0.0473
H -13.675 -2.877 13.101 0.6773 0.0627 -1.0427
H -15.932 -6.673 7.926 1.0730 0.0619 -0.0146
H -15.356 -8.952 8.057 0.7411 -0.0226 0.3444
H -13.024 -9.718 8.596 0.3474 0.0819 0.2064
H -11.233 -7.971 8.969 -0.3608 0.2439 -0.0304
H -11.826 -5.585 8.766 0.3131 0.0809 0.1478
H -13.582 -1.339 7.435 0.0910 -0.1411 -0.0592
H -12.014 -0.394 5.949 0.0786 0.1920 -0.1885
H -10.738 -1.679 4.302 -0.2528 -0.4978 -0.1025
H -11.159 -4.164 4.302 0.6159 -1.1910 -0.9041
H -12.609 -5.204 5.894 -0.2183 -0.6965 0.2292
O -17.751 -1.352 10.934 0.0275 -0.2095 0.5794
B -17.646 -2.606 10.266 -0.6164 -0.1444 0.9213
O -18.018 -3.602 11.228 0.2408 0.3261 0.3786
C -18.213 -2.976 12.433 -0.6998 0.1434 -0.0189
C -18.659 -3.468 13.658 0.2422 -0.8932 -0.6825
C -18.763 -2.548 14.693 -0.8059 -1.2511 0.9755
C -18.614 -1.194 14.521 0.1182 0.4326 0.1710
C -18.309 -0.679 13.262 0.2020 0.4453 -0.1001
C -18.075 -1.599 12.263 0.1323 -0.0654 -0.8084
H -18.953 -4.530 13.819 0.5348 0.9251 -0.2635
H -19.081 -2.973 15.664 0.2805 0.5599 -0.5043
H -18.745 -0.563 15.394 -0.0135 0.1626 -0.2720
H -18.259 0.400 13.067 0.0870 -0.5131 0.0869
Br -20.644 -2.382 1.516 -0.2838 -0.0230 -0.0492
C -20.041 -3.433 2.975 1.6306 -0.0440 0.6090
C -18.727 -3.106 3.482 -2.2256 -0.3355 -0.6710
C -18.263 -3.825 4.549 -0.3409 -0.6815 0.9635
C -19.041 -4.888 5.107 1.6701 1.0882 -0.0368
C -20.246 -5.193 4.570 -0.8053 -0.8061 -0.0074
C -20.775 -4.478 3.501 0.6042 0.8556 0.0814
C -18.569 -5.606 6.365 0.4677 1.8097 0.6076
O -18.767 -6.792 6.466 -0.2877 -1.6092 -0.0333
O -18.060 -4.828 7.252 0.0667 0.0980 -0.3321
H -18.248 -2.246 3.039 0.4005 -0.1218 0.0712
H -17.344 -3.562 5.065 0.0256 0.0110 -0.1940
H -20.799 -6.024 5.015 0.0917 0.2924 -0.1975
H -21.766 -4.693 3.195 -0.7382 -0.1214 -0.6008